{
  "formula": "C21H36FN2O7P",
  "method": "ωB97M-V with the def2-TZVPD basis set",
  "elements": ["H", "H", "H", "H", "H", "H", "H", "H", "C", "O", "H", "N", "O", "C", "C", "C", "C", "O", "H", "O", "H", "C", "H", "C", "H", "H", "F", "C", "H", "C", "C", "C", "C", "C", "C", "H", "H", "C", "C", "H", "C", "C", "C", "H", "P", "H", "H", "H", "O", "O", "H", "C", "H", "H", "H", "H", "H", "N", "H", "H", "H", "H", "H", "C", "O", "H", "H", "H"],
  "xyz": [[-0.33258, 4.45321, 3.39849], [1.97885, -3.54393, -0.83277], [5.23713, -3.06682, 1.30457], [1.67961, 0.87675, 1.02348], [0.63610, -0.22572, 1.87758], [-2.84541, 3.25118, 2.39573], [-1.77636, 3.49129, 0.22529], [-1.94571, 5.18910, 2.96449], [2.08465, -2.42270, 1.80934], [-3.08036, 2.91256, -3.82414], [3.97217, -3.10294, -2.16702], [-2.00781, 0.28537, 1.29259], [-4.04140, -3.01287, 1.84270], [-3.51686, 3.97343, -1.66042], [3.54054, -2.26392, -1.61795], [-1.75542, 1.31898, 0.44627], [-1.13871, 4.51105, 2.66381], [-3.30775, -1.33397, -3.27266], [6.38577, -1.15612, -0.01244], [-1.53503, -3.12083, 2.17196], [-2.82272, 4.81159, -1.79096], [-1.85424, 1.10624, -0.92555], [5.65330, -0.56760, -1.50971], [-1.34185, 2.75015, 0.89981], [2.80446, -2.39079, 2.62878], [6.27145, -2.20077, -1.42742], [0.06062, 2.84950, 0.81207], [2.28411, -1.22898, 0.84966], [-3.75251, 1.91705, -2.17037], [5.75057, -1.43312, -0.85537], [-2.40943, -1.19892, -0.47992], [4.39320, -1.96028, -0.37859], [-2.33891, -0.93627, 0.86608], [1.67937, -0.04458, 1.60578], [4.74083, -3.27264, 0.35483], [1.41452, -0.54498, -1.01083], [-1.94236, 0.43885, 2.29879], [2.07507, -2.56466, -1.30876], [-1.62218, 2.21251, -1.95167], [3.57145, -1.40746, -2.30051], [-1.75656, 3.10243, 2.33036], [1.47540, -1.47269, -0.42741], [-2.28045, -0.54126, -2.86578], [1.08756, -2.39729, 2.25179], [-2.67757, -2.23299, 2.14099], [-2.94149, -1.81866, -4.03142], [-3.68476, -0.86389, 3.44559], [-0.71357, 4.95834, 1.75290], [-1.45014, -0.17959, -3.67005], [3.87443, 0.19701, 0.10533], [-1.04142, 3.03788, -1.52177], [-3.02517, 2.71845, -2.42028], [-4.74362, -2.43873, 1.49626], [-2.65621, -2.21393, -0.79024], [-4.51208, 4.22292, -2.05440], [1.51114, -2.62697, -2.24343], [-1.42869, 2.36271, 3.07528], [3.72984, -1.01454, 0.56967], [-1.02407, 1.84755, -2.79406], [2.15709, -3.39247, 1.32409], [-3.98165, 2.70297, -4.09357], [-3.67237, 3.69164, -0.60715], [0.44456, -1.73940, -0.16789], [-2.17952, -0.17932, -1.40310], [-2.89278, -1.42241, 3.52762], [2.22906, 0.12997, 2.53269], [5.42551, -3.87431, -0.24345], [3.88135, -3.91133, 0.54636]],
  "forces_ev_per_angstrom": [[-0.3, 0.1, 0.0], [0.0, 0.0, 0.1], [-0.1, 0.0, 0.0], [0.3, 0.0, 0.0], [0.1, -0.4, 0.0], [0.2, -0.6, -0.2], [0.1, -0.3, 0.1], [0.4, -0.2, 0.3], [0.1, -0.3, 0.0], [0.3, -0.1, 0.3], [0.2, 0.0, 0.1], [0.2, 1.2, -0.3], [0.3, 1.3, -0.5], [-0.1, -0.9, -0.3], [-0.6, 0.4, -0.1], [0.4, 0.7, -0.6], [-0.3, -0.2, -0.5], [0.7, 0.0, 1.5], [0.0, 0.0, 0.0], [0.3, -0.1, 0.0], [-0.2, -0.1, 0.2], [0.5, -0.1, -1.2], [-0.1, 0.1, 0.2], [0.1, -0.9, 1.5], [0.0, 0.0, -0.1], [-0.2, -0.1, 0.1], [-1.0, -0.4, -0.2], [-1.3, -1.1, 1.5], [0.2, 0.2, -0.1], [-0.1, 0.7, 0.0], [-0.1, -0.2, -0.4], [1.2, -1.8, 0.2], [-0.8, -0.4, 0.7], [0.5, 0.8, -0.2], [-0.3, -0.2, 0.1], [0.2, 0.1, 0.1], [0.1, 0.1, -0.1], [0.0, 0.0, 0.0], [-0.2, 0.5, 0.2], [0.1, 0.1, 0.1], [0.3, 1.2, -0.1], [0.2, 0.0, -0.6], [0.8, 0.4, -2.1], [0.0, 0.1, -0.1], [0.5, -0.9, 0.9], [-0.4, 0.2, -0.3], [0.0, -0.1, 0.6], [0.0, -0.2, 0.3], [-0.4, -0.3, 1.2], [0.3, 0.0, 0.7], [-0.2, -0.3, -0.1], [-0.6, -0.1, 0.2], [-0.2, -0.4, 0.1], [0.0, 0.3, -0.1], [0.4, 0.2, 0.1], [0.0, 0.0, 0.0], [-0.1, 0.1, -0.2], [-0.8, 1.6, -2.3], [-0.4, -0.1, 0.2], [0.1, 0.0, 0.0], [0.1, 0.2, -0.2], [0.2, 0.4, -0.1], [0.1, 0.0, 0.3], [-0.7, -0.4, 0.7], [-0.3, 0.3, -1.5], [0.0, 0.1, 0.0], [0.0, 0.1, -0.1], [0.0, 0.1, 0.1]],
  "e_lumo_ha": [-0.1932, -0.1932],
  "fmax_ha_per_bohr": 0.057,
  "energy_ha": -1898.97880,
  "total_charge": 1,
  "homo_lumo_gap_ha": [0.1947, 0.2221],
  "multiplicity": 2
}

{
  "formula": "C21H36N3O6P",
  "method": "ωB97M-V with the def2-TZVPD basis set",
  "elements": ["H", "H", "H", "C", "H", "H", "H", "H", "H", "C", "H", "C", "C", "H", "C", "H", "C", "C", "O", "C", "H", "O", "H", "C", "C", "C", "C", "H", "H", "H", "O", "H", "C", "H", "C", "N", "H", "H", "H", "N", "H", "O", "H", "H", "C", "C", "H", "H", "H", "C", "C", "O", "H", "P", "O", "H", "H", "H", "C", "C", "H", "H", "N", "C", "H", "H", "H"],
  "xyz": [[3.52225, 0.21765, 0.32214], [6.32443, -1.13292, 1.71994], [-3.90229, 2.50614, -4.08081], [-3.70635, 0.50121, 0.66210], [5.85735, -4.93110, 4.22890], [-7.69423, 0.67020, -3.90726], [8.03277, -4.45972, 2.16865], [4.37581, -2.44081, 3.19788], [-7.47830, 1.63094, -2.42245], [-4.91989, 0.43501, -5.85378], [-5.79360, 1.01639, -6.13929], [1.04450, -1.02592, 0.46965], [-2.44500, 2.45258, -0.92711], [-5.02564, 0.46423, -2.49603], [-2.35065, 0.80526, 0.86731], [-5.48364, 0.96255, -0.45993], [-4.82123, 2.31899, -3.52416], [-4.63660, 2.93732, -2.12839], [-5.66184, 4.10278, -4.87160], [-4.43313, 1.17916, -0.32993], [5.68798, -2.41181, 4.36493], [3.67319, 0.37446, 3.86668], [-4.01797, 1.03286, -5.96622], [7.62935, -3.55365, 2.63134], [5.93055, -0.99637, 2.73216], [5.57196, -4.85963, 3.17439], [-5.05898, -0.02207, -4.41519], [3.69995, -1.43996, 0.92362], [-4.19325, -0.24076, 1.27970], [4.48069, -4.90344, 3.10541], [-5.24572, -1.20278, -4.17035], [-8.94648, 1.81194, -3.39547], [6.09657, -3.55754, 2.56062], [-7.84438, 3.30068, -4.76390], [3.37739, -0.43248, 1.18925], [-7.23481, 2.70716, -4.22112], [-1.79699, 0.29214, 1.64054], [7.33526, 0.43763, 3.34556], [5.79856, -3.52514, 1.50718], [7.02948, -0.50258, 3.62161], [-1.95984, 3.21241, -1.52331], [0.39504, 1.03347, 2.94075], [-0.00698, -1.09324, 0.76348], [1.39380, -2.03214, 0.21937], [1.88126, -0.43243, 1.61003], [-5.94950, 3.09064, -4.24859], [8.04567, -2.69384, 2.09973], [-4.20183, 3.93086, -2.24780], [4.27947, 0.97302, 4.32784], [-1.71877, 1.77677, 0.06986], [1.33914, 0.96362, 1.97872], [1.75022, 1.94069, 1.37943], [5.98311, -5.72415, 2.64379], [4.47115, 0.18835, 2.49995], [4.99205, 1.53653, 2.19579], [1.11513, -0.39942, -0.42561], [0.22443, 1.98229, 3.04967], [7.82004, -1.14923, 3.64086], [-7.86955, 1.64204, -3.44095], [-3.80689, 2.15731, -1.12614], [-5.62257, 3.08393, -1.68463], [7.96497, -3.51833, 3.67249], [-4.99427, 0.86157, -3.42122], [5.46348, -2.35729, 3.29321], [1.76141, -1.06366, 2.49739], [-0.67602, 2.01451, 0.22387], [-4.85121, -0.44288, -6.49453]],
  "forces_ev_per_angstrom": [[0.1, 0.1, 0.3], [-0.3, 0.0, -0.3], [-0.2, 0.2, -0.2], [0.4, 0.6, -0.5], [0.0, 0.0, -0.1], [-0.1, 0.0, 0.2], [0.0, 0.1, 0.1], [-0.1, -0.1, 0.1], [-0.1, -0.1, -0.1], [0.1, 0.1, 0.4], [0.0, 0.2, -0.1], [-0.3, 0.1, 0.1], [-0.4, -0.8, 0.7], [0.0, -0.1, 0.0], [-0.4, 0.4, -0.7], [-0.2, 0.0, 0.0], [0.1, -0.8, 0.0], [-0.1, 0.1, 0.4], [0.5, -0.1, 0.1], [1.1, 0.1, 0.4], [0.0, 0.1, -0.2], [-0.5, -1.3, 0.4], [0.0, 0.2, -0.2], [-0.2, 0.1, -0.2], [0.0, -0.3, 0.9], [-0.1, 0.1, -0.3], [-0.2, -1.3, -1.2], [-0.2, -0.1, 0.0], [0.0, 0.0, 0.0], [0.1, -0.1, 0.1], [0.0, -0.3, 0.2], [0.2, 0.1, 0.0], [0.1, -0.2, 0.6], [0.2, 0.1, 0.0], [-0.7, 0.0, 0.9], [-1.0, -0.9, 0.6], [0.0, 0.0, 0.0], [-0.1, -0.6, 0.0], [0.0, 0.0, 0.0], [-1.0, 0.9, -0.4], [0.0, 0.1, -0.1], [0.5, -0.3, -0.4], [0.1, 0.0, -0.1], [0.0, 0.1, 0.1], [-0.3, -0.4, 0.4], [0.7, 0.6, -0.5], [0.1, -0.1, 0.0], [-0.1, 0.0, -0.2], [-0.3, 0.2, 0.4], [-0.9, -0.2, -0.2], [1.4, 0.5, -1.3], [-0.8, -0.6, 0.8], [-0.1, 0.0, 0.1], [2.3, 1.4, -0.6], [0.6, 0.2, -0.5], [0.0, -0.1, 0.1], [-0.1, 0.0, 0.0], [-0.4, 0.3, -0.2], [0.4, 0.0, -0.2], [0.1, -0.1, 0.2], [-0.1, 0.0, 0.0], [0.0, 0.0, 0.0], [-0.1, 1.9, 0.8], [0.1, -0.1, -0.7], [0.0, 0.0, -0.1], [0.1, 0.0, 0.0], [0.0, 0.1, 0.2]],
  "e_lumo_ha": 0.0202,
  "fmax_ha_per_bohr": 0.054,
  "energy_ha": -1778.97056,
  "homo_lumo_gap_ha": 0.3655,
  "smiles": "CC(C)C[C@H](N)[P@](=O)(O)C[C@H](C)C(=O)O.CNC(=O)[C@@H](Cc1ccccc1)NC(C)=O"
}

{
  "formula": "C21H36NO11P2S2SeZr",
  "method": "ωB97M-V with the def2-TZVPD basis set",
  "elements": ["H", "H", "S", "P", "H", "Se", "H", "O", "C", "H", "H", "H", "H", "O", "H", "H", "H", "C", "C", "H", "C", "H", "C", "P", "H", "C", "S", "H", "H", "H", "H", "O", "O", "C", "C", "H", "H", "N", "C", "H", "C", "H", "O", "C", "C", "C", "H", "H", "O", "H", "C", "C", "C", "C", "H", "H", "H", "H", "O", "H", "H", "H", "O", "O", "H", "O", "O", "H", "C", "Zr", "H", "H", "C", "C", "C"],
  "xyz": [[0.08908, 0.09006, -6.01610], [6.29633, -1.18518, -1.34464], [2.57450, 0.46408, -1.89723], [2.85139, -1.88245, -1.37513], [0.70396, 1.40571, 6.00331], [0.08236, 2.47409, -2.12238], [6.17519, 0.91789, 0.03763], [0.25053, -0.63869, -3.39525], [5.45960, 0.10056, 0.18148], [-0.53176, 2.47343, 5.30051], [-1.70792, -3.24297, -3.70907], [1.06032, -0.74867, 2.96058], [1.15740, -1.96808, -5.66598], [-1.64754, 0.09878, -1.49412], [-4.37066, 3.42911, -0.07367], [-2.85832, -1.19572, -4.21656], [-1.04396, 0.88312, -4.00199], [-3.39063, 2.97177, -0.24500], [1.29852, 0.04248, 3.67136], [2.92770, -3.15711, 0.91373], [-1.18090, -2.69530, -1.73512], [0.62820, -3.81245, 0.77741], [0.88641, -3.08476, 1.54535], [-0.55394, 1.00891, 1.42021], [-3.25909, 0.97283, 2.57351], [-1.05049, -0.11031, 4.52759], [2.71458, -3.90926, -1.55985], [-1.34959, -0.78683, 3.72488], [5.79475, -0.52161, 1.01547], [0.06548, -2.37181, 1.61159], [-3.75550, 4.01725, 2.28980], [-0.20737, -2.07693, -1.10327], [4.42934, -1.79138, -0.89149], [-1.25304, -2.38396, -3.22373], [-0.58193, -0.62983, -5.55009], [2.03915, 0.69903, 3.21066], [-0.68939, -0.69658, 5.37570], [-0.15176, 5.00927, -0.57807], [-2.74767, 3.65034, 2.07550], [-1.92349, 0.46696, 4.84322], [5.33953, -0.72258, -1.08583], [-4.67806, 1.65870, 1.75397], [-3.76924, -0.17922, -2.12798], [-0.05656, 3.99922, -1.14261], [0.13969, -2.04376, -3.76327], [-0.91111, -0.18346, -4.13113], [-2.27832, 3.32516, 3.00499], [2.59301, -1.84834, 2.04771], [-1.05544, -0.38897, 1.30069], [4.48481, 0.52981, 0.42087], [0.36162, 1.88307, 5.08201], [-3.64503, 1.32962, 1.61504], [0.13584, -1.97825, -5.28784], [0.04627, 0.82684, 4.03845], [1.72488, -0.41161, 4.56817], [-3.62593, 0.50343, 0.90301], [-3.50030, 2.12881, -0.93094], [5.02607, -0.08313, -1.90990], [-1.97013, -3.45846, -1.22564], [0.94689, -2.62009, -3.32509], [-0.38414, -2.83632, -5.71648], [-2.15096, 4.45906, 1.64618], [-0.44843, 1.58250, 2.90368], [0.79029, 1.09361, 0.70170], [-2.71998, 3.70950, -0.69166], [-1.46370, 2.09871, 0.76909], [2.08907, -1.45809, 0.12092], [-1.48048, -0.71932, -6.16214], [-2.82520, 2.49926, 1.08155], [0.33082, -0.14110, -0.92184], [0.99582, -3.59496, 2.50855], [1.14005, 2.55495, 4.71515], [-2.03222, -1.04662, -3.52739], [2.19456, -2.40843, 1.20046], [-2.57384, -0.34533, -2.29320]],
  "forces_ev_per_angstrom": [[0.0, 0.0, 0.0], [0.0, 0.0, 0.0], [-0.1, -0.1, 0.0], [0.8, -0.3, 0.4], [0.0, 0.0, 0.0], [0.0, 0.7, -0.9], [0.0, 0.0, 0.0], [-0.3, 0.0, -0.3], [0.0, 0.1, 0.0], [0.0, 0.0, 0.0], [-0.1, 0.0, -0.1], [0.0, 0.0, 0.1], [0.0, 0.0, 0.0], [-0.7, -0.1, -0.2], [0.0, 0.0, 0.0], [-0.1, -0.1, -0.1], [0.0, 0.1, 0.1], [-0.1, 0.0, -0.2], [0.0, 0.1, -0.2], [0.1, -0.1, 0.0], [0.3, 0.2, 0.1], [0.0, 0.0, 0.0], [-0.1, 0.0, -0.1], [-0.2, 0.7, 0.9], [0.0, 0.0, 0.0], [-0.1, 0.0, -0.1], [-0.1, 0.1, -0.1], [0.0, 0.0, 0.0], [0.0, 0.0, 0.0], [0.0, 0.0, 0.1], [0.0, 0.0, 0.0], [-0.5, -0.9, -0.1], [0.0, -0.1, -0.1], [0.1, 0.3, 0.0], [0.0, -0.1, 0.0], [0.0, 0.0, 0.0], [0.0, 0.0, 0.0], [0.0, -0.1, 0.0], [0.1, 0.0, 0.0], [0.0, 0.0, 0.0], [-0.1, 0.1, 0.2], [0.0, 0.0, 0.0], [-0.1, 0.0, 0.0], [0.0, 0.0, 0.3], [-0.1, 0.1, 0.0], [0.0, -0.3, 0.0], [0.0, 0.0, 0.0], [0.0, 0.1, 0.0], [0.0, -0.1, -0.1], [0.0, 0.0, 0.0], [0.0, 0.1, 0.1], [0.1, 0.0, 0.0], [0.0, 0.0, -0.1], [0.1, -0.1, 0.0], [0.0, 0.0, 0.0], [0.0, 0.0, 0.0], [0.0, 0.0, 0.0], [0.0, 0.0, -0.1], [0.0, -0.1, 0.1], [0.1, 0.0, 0.1], [0.0, 0.0, 0.0], [0.0, 0.0, 0.0], [0.1, -0.3, 0.4], [-0.3, 0.4, 0.4], [-0.1, 0.0, 0.1], [-0.2, 0.2, 0.1], [0.0, -0.5, -0.5], [0.0, 0.0, 0.0], [0.0, -0.1, -0.1], [1.1, 0.1, -0.8], [0.0, 0.0, 0.0], [0.0, 0.0, 0.0], [0.2, -0.1, 0.0], [-0.1, 0.2, 0.1], [0.2, 0.2, 0.4]],
  "e_lumo_ha": [0.1578, 0.1578],
  "fmax_ha_per_bohr": 0.026,
  "energy_ha": -5632.24323,
  "total_charge": -2,
  "relative_energy_kj_mol": 50.3,
  "homo_lumo_gap_ha": [0.1640, 0.2319],
  "multiplicity": 2
}